105
Properties=species:S:1:pos:R:3:lowdin_charge:R:1 method="wB97M-V/def2-TZVPD" total_energy_ha=-1834.51662 total_charge=+2 gap_ev=9.00
C 0.27535 1.37227 0.01229 -0.562
O -0.39723 2.51744 0.59378 -0.130
O 1.22411 0.96330 0.74009 -0.116
C -0.88066 0.33706 -0.29963 -0.483
F -1.96938 0.79766 -0.92738 0.137
F -0.45405 -0.63611 -1.18705 0.057
F -1.25751 -0.41033 0.75801 0.103
C -0.14250 3.65181 -0.17872 -0.325
C -0.89945 4.83163 0.32000 -0.072
H -0.71741 5.67857 -0.29756 0.069
H -1.99016 4.55227 0.25890 0.105
H -0.73805 5.10151 1.37755 0.074
H -0.56753 3.45097 -1.21140 0.132
H 0.97284 3.74104 -0.31554 0.130
H 0.59100 1.71873 -1.04719 0.142
C -5.70626 -1.29607 -4.15188 -0.090
C -6.20882 -1.08826 -2.76848 -0.263
C -5.15818 -1.30758 -1.68559 -0.191
C -5.05637 -2.80949 -1.44437 -0.108
N -3.66291 -3.14613 -0.96330 -0.253
C -2.58646 -2.88380 -1.96157 -0.116
C -2.62442 -4.11502 -2.87084 -0.171
C -2.61733 -5.23881 -1.91220 -0.110
C -3.51258 -4.65043 -0.72785 -0.036
C -3.52893 -2.40171 0.38423 0.039
H -4.75328 -0.80530 -4.34692 0.081
H -6.41517 -0.77783 -4.80440 0.089
H -5.65201 -2.34913 -4.42070 0.075
H -7.04737 -1.72448 -2.51833 0.118
H -6.61757 -0.14147 -2.53392 0.104
H -5.43585 -0.74286 -0.83175 0.101
H -4.17872 -0.86843 -2.00287 0.118
H -5.20108 -3.40208 -2.35166 0.129
H -5.78186 -3.12892 -0.66962 0.155
H -1.65900 -2.86487 -1.35154 0.127
H -2.55014 -1.90434 -2.40787 0.120
H -1.78363 -4.10952 -3.58968 0.134
H -3.51273 -4.06829 -3.53917 0.125
H -1.55503 -5.42835 -1.66659 0.125
H -3.12191 -6.11722 -2.28353 0.120
H -3.15324 -4.80884 0.26305 0.122
H -4.49844 -4.96839 -0.76500 0.102
H -2.47876 -2.34042 0.71498 0.105
H -4.29215 -2.85472 1.06989 0.131
H -3.92227 -1.39427 0.26921 0.079
C 1.82609 -4.03418 -0.99113 -0.080
C 1.64559 -3.27242 -2.28088 -0.254
C 2.63613 -2.23628 -2.79452 -0.157
C 2.61811 -0.91704 -2.00943 -0.087
N 3.60450 0.21576 -2.35508 -0.246
C 5.08042 -0.16210 -2.46465 -0.102
C 5.44771 -0.49721 -1.05141 -0.116
C 4.55730 0.45671 -0.19125 -0.147
C 3.63216 1.11372 -1.15314 -0.153
C 3.22708 0.95222 -3.61641 0.038
H 0.89492 -4.44006 -0.63394 0.057
H 2.18069 -3.36298 -0.17795 0.085
H 2.58631 -4.79470 -1.04991 0.076
H 0.70019 -2.76468 -2.28451 0.074
H 1.56331 -3.96666 -3.14359 0.124
H 2.43627 -1.99994 -3.85268 0.128
H 3.63667 -2.58915 -2.75070 0.099
H 2.86940 -1.10835 -0.96702 0.119
H 1.68098 -0.39488 -2.00564 0.106
H 5.59147 0.72758 -2.85532 0.147
H 5.08352 -0.93817 -3.23399 0.134
H 6.53785 -0.28587 -0.95268 0.139
H 5.19991 -1.52170 -0.81374 0.112
H 5.13784 1.17904 0.39547 0.123
H 3.92184 -0.08379 0.52782 0.116
H 4.15633 1.99988 -1.42119 0.124
H 2.63966 1.30497 -0.69105 0.106
H 3.42215 1.98868 -3.41905 0.097
H 2.18740 0.83356 -3.94294 0.115
H 3.92103 0.60868 -4.39726 0.109
C 3.65751 4.12342 1.67068 -0.092
C 3.89898 3.57947 3.09137 -0.228
C 2.84423 2.50952 3.39677 -0.182
C 1.43588 3.09259 3.57703 -0.112
N 0.38458 2.33102 4.34434 -0.266
C 0.24978 0.85704 3.98581 -0.064
C -1.24320 0.50615 4.05228 -0.116
C -1.87797 1.80921 4.53586 -0.172
C -0.97352 2.88604 4.07025 -0.116
C 0.67329 2.33905 5.78293 0.002
H 4.36954 4.86263 1.31410 0.077
H 2.64578 4.60222 1.65439 0.082
H 3.69358 3.30694 0.97833 0.042
H 3.94472 4.46001 3.79527 0.135
H 4.79170 3.01631 3.04767 0.088
H 3.21329 1.94479 4.24525 0.111
H 2.71583 1.91646 2.49674 0.089
H 1.01529 3.19720 2.55441 0.115
H 1.56835 4.10861 4.01737 0.152
H 0.87937 0.27662 4.62825 0.131
H 0.56802 0.88118 2.96304 0.097
H -1.57625 -0.32412 4.68389 0.121
H -1.58619 0.20270 3.03173 0.111
H -1.91043 1.86745 5.66579 0.130
H -2.90037 1.95779 4.21604 0.124
H -1.11995 3.84422 4.60615 0.159
H -1.04065 2.95483 2.97013 0.131
H 0.60316 3.30445 6.24302 0.108
H 1.71802 1.98282 5.95031 0.124
H -0.04212 1.66192 6.28074 0.114



138
Properties=species:S:1:pos:R:3:lowdin_charge:R:1 method="wB97M-V/def2-TZVPD" total_energy_ha=-3275.99687 total_charge=+1 gap_ev=8.69
C -5.78663 2.45500 3.03309 -0.136
C -6.28509 1.86689 1.55499 -0.235
C -5.10356 0.89601 0.94016 -0.209
C -5.56195 -0.70166 1.05463 -0.195
C -4.56890 -1.40311 2.16885 -0.188
C -3.11575 -1.72884 1.43880 -0.189
C -1.88274 -0.91981 2.20681 -0.230
C -0.39495 -1.58532 1.91810 -0.248
P 0.44328 -0.40294 0.61826 0.998
C 0.69172 1.26737 1.50940 -0.203
C 2.17459 -1.13088 0.28172 -0.270
C 2.40245 -1.72986 -1.22636 -0.175
C 3.39799 -0.71013 -2.08391 -0.112
F 4.75253 -1.34996 -2.26262 -0.142
C -0.73042 -0.35721 -0.88518 -0.270
C -0.12947 0.37637 -2.22197 -0.211
C 0.78416 1.70729 -1.93749 -0.229
S -0.17877 3.19082 -1.28059 0.807
O -1.47185 2.79764 -0.50082 -0.369
O -0.63070 4.12568 -2.44300 -0.353
O 0.93656 4.08496 -0.28985 -0.224
H -6.68983 2.94810 3.61069 0.073
H -4.93565 3.27184 2.93319 0.078
H -5.30946 1.54842 3.61752 0.066
H -6.47085 2.75871 0.80153 0.110
H -7.26620 1.24868 1.75328 0.092
H -4.10410 1.11130 1.51887 0.096
H -5.03315 1.12784 -0.20990 0.106
H -6.69683 -0.83156 1.31313 0.110
H -5.40681 -1.21169 -0.01028 0.111
H -4.49116 -0.65936 3.06989 0.104
H -5.00558 -2.46181 2.49758 0.111
H -3.18248 -1.25974 0.36173 0.089
H -2.83228 -2.86468 1.43491 0.097
H -1.89507 0.17991 1.74622 0.080
H -2.09121 -0.79846 3.35206 0.124
H 0.25716 -1.73003 2.88043 0.115
H -0.58400 -2.60116 1.33478 0.111
H -0.27876 1.90794 1.65537 0.079
H 1.54563 1.84288 0.90924 0.049
H 1.10682 1.03458 2.60246 0.103
H 2.96927 -0.29361 0.56624 0.114
H 2.35737 -2.02275 1.04279 0.088
H 3.03382 -2.73519 -1.10211 0.139
H 1.42725 -2.02637 -1.80111 0.103
H 2.89668 -0.57757 -3.13306 0.123
H 3.57763 0.28842 -1.49721 0.113
H -1.03723 -1.46440 -1.16226 0.110
H -1.74895 0.18648 -0.58789 0.109
H -1.07451 0.71061 -2.87063 0.152
H 0.42163 -0.43479 -2.89967 0.122
H 1.21646 2.05364 -2.99463 0.121
H 1.72007 1.51678 -1.23923 0.079
H 1.85581 3.64577 -0.33991 0.097
C 2.10822 3.07359 -5.56294 -0.142
O 2.87147 1.96516 -5.12349 -0.147
H 1.07739 2.95291 -5.22166 0.076
H 2.52352 3.99281 -5.14263 0.073
H 2.12526 3.11915 -6.65458 0.070
H 3.78051 2.10021 -5.44098 0.065
C 4.32545 -3.80938 2.08081 -0.164
O 2.94262 -4.03657 2.28195 -0.155
H 4.48887 -2.74308 1.90776 0.056
H 4.87993 -4.12116 2.96933 0.075
H 4.66545 -4.37396 1.20922 0.084
H 2.82866 -4.99032 2.43282 0.085
C -5.77958 -3.09702 5.52280 -0.171
O -4.75121 -2.22600 5.95647 -0.142
H -6.22215 -2.69644 4.60775 0.065
H -5.35979 -4.08522 5.31948 0.077
H -6.54849 -3.16795 6.29596 0.079
H -4.37767 -2.60717 6.76922 0.082
C 4.87419 4.63377 -3.27993 -0.161
O 4.91423 5.03593 -4.63675 -0.132
H 4.00138 5.08420 -2.80143 0.080
H 4.79651 3.54524 -3.22367 0.067
H 5.78054 4.97191 -2.77177 0.082
H 5.69839 4.62113 -5.03476 0.067
C 6.33219 3.35846 -7.64421 -0.153
O 6.06113 2.17163 -6.92155 -0.135
H 5.83882 4.19733 -7.14769 0.069
H 7.41046 3.53433 -7.66664 0.085
H 5.94654 3.26253 -8.66210 0.077
H 6.51144 1.44540 -7.38546 0.091
C -9.86751 1.11902 -0.50356 -0.162
O -9.61874 0.71672 0.83082 -0.148
H -9.13039 0.64981 -1.15942 0.078
H -10.87016 0.80136 -0.80001 0.076
H -9.78041 2.20558 -0.57982 0.077
H -10.28777 1.14840 1.38890 0.087
C 7.23733 -0.44589 -0.53227 -0.163
O 7.63686 0.83387 -0.07742 -0.133
H 6.62777 -0.92275 0.23890 0.062
H 6.64785 -0.34112 -1.44640 0.060
H 8.12195 -1.05789 -0.72448 0.087
H 8.17561 1.23224 -0.78200 0.086
C -8.05255 5.81494 3.18425 -0.174
O -8.28620 5.11505 1.97600 -0.143
H -8.51748 5.26755 4.00757 0.079
H -6.97678 5.88972 3.36097 0.073
H -8.49225 6.81316 3.11912 0.076
H -7.86238 5.62417 1.26427 0.084
C 2.09177 3.13537 -9.94879 -0.166
O 3.36999 3.66650 -9.65154 -0.136
H 1.99667 3.02302 -11.03138 0.083
H 1.98242 2.15806 -9.47234 0.074
H 1.31924 3.81791 -9.58634 0.077
H 3.42499 3.75486 -8.68482 0.057
C 3.53647 -6.25258 5.61460 -0.160
O 2.17848 -6.07525 5.25583 -0.139
H 3.91744 -7.15412 5.12907 0.073
H 4.11789 -5.38910 5.28225 0.067
H 3.61640 -6.36383 6.69869 0.082
H 1.86824 -5.26851 5.70114 0.082
C -3.36472 -4.65566 -0.74664 -0.152
O -2.95845 -3.42739 -1.32160 -0.158
H -3.68053 -4.47825 0.28411 0.066
H -4.20192 -5.06647 -1.31623 0.085
H -2.52672 -5.35691 -0.75299 0.082
H -2.68409 -3.61633 -2.23507 0.086
C 6.77118 -1.15858 4.31203 -0.148
O 6.53752 -1.85847 3.10378 -0.145
H 6.30625 -1.70597 5.13535 0.082
H 7.84694 -1.08380 4.48874 0.081
H 6.33147 -0.16036 4.24689 0.077
H 6.96134 -1.34935 2.39205 0.065
C -3.11541 6.00780 -2.31563 -0.176
O -3.70823 6.45931 -1.11189 -0.130
H -3.65615 6.43880 -3.16149 0.083
H -2.07153 6.32892 -2.35165 0.069
H -3.17448 4.91782 -2.36555 0.064
H -3.20763 6.06082 -0.37976 0.077
C 4.01559 -10.29715 6.15176 -0.168
O 5.04396 -9.42613 6.58543 -0.141
H 3.57302 -9.89657 5.23670 0.075
H 4.43538 -11.28535 5.94844 0.077
H 3.24668 -10.36809 6.92492 0.078
H 5.41750 -9.80730 7.39818 0.084



17
Properties=species:S:1:pos:R:3:nbo_charge:R:1 method="wB97M-V/def2-TZVPD" total_energy_ha=-492.29033 de_lowest_kj_mol=558.3 smiles="O/N=C/C[C@@H](O)/C=N/O" gap_ev=10.57
O -2.89926 0.53736 1.53930 -0.610
N -1.48011 0.68053 1.66792 -0.135
C -0.80922 -0.35944 1.20199 0.085
C 0.68459 -0.37052 1.16727 -0.479
C 1.23561 0.36065 -0.03567 0.065
O 2.68595 0.26152 0.02380 -0.729
C 0.73765 -0.23016 -1.33584 0.013
N -0.42156 0.15671 -1.81556 -0.115
O -0.81576 -0.45463 -3.03833 -0.583
H -3.23784 1.08430 0.82047 0.474
H -1.32872 -1.22665 0.80980 0.185
H 0.97820 -1.42250 1.18746 0.225
H 1.01973 0.10122 2.09212 0.232
H 0.95906 1.40175 0.07239 0.202
H 3.07464 0.59746 0.85073 0.481
H 1.30370 -0.99727 -1.83589 0.199
H -1.68667 -0.12034 -3.37195 0.487



6
Properties=species:S:1:pos:R:3:nbo_charge:R:1 method="wB97M-V/def2-TZVPD" total_energy_ha=-1429.67919 s_squared=2.016 gap_ev="7.56 / 5.47" spin_multiplicity=3
C -0.18774 -1.00657 0.95354 -0.093
N -0.57646 -1.91510 1.55140 -0.333
O 1.53857 1.26024 -0.09391 -0.626
P 0.26537 0.57758 -0.31725 1.410
Cl -1.37910 1.81209 -0.16736 -0.199
Cl 0.33936 -0.72824 -1.92642 -0.158